# 1
Entry from the Open Molecules 2025 dataset: a cluster of 2 separate species, C16H21F9INO6P3 in total in a non-equilibrium geometry (ωB97M-V/def2-TZVPD).

```
57
Properties=species:S:1:pos:R:3:forces:R:3:mulliken_charge:R:1
F 2.7691 4.9809 -2.7182 0.2 -0.8 0.2 -0.33
F -0.1190 -3.7098 -2.3298 0.0 0.1 0.1 -0.29
H 1.9946 0.0887 -1.6258 -0.3 0.2 -0.1 0.18
H -1.2525 -1.1080 4.0767 0.1 0.4 0.0 0.39
H 4.2407 -0.5160 -1.1878 0.1 -0.1 -0.2 0.51
H -3.3247 -2.4004 4.7168 0.0 -0.1 0.1 0.40
F 0.8138 5.2396 -3.4607 0.0 0.7 -0.2 -0.31
H -3.6346 -2.0169 1.2426 -0.1 0.2 -0.1 0.83
H -1.4919 1.8981 2.2641 -0.1 0.0 -0.1 0.46
O -1.1073 1.0197 2.3868 0.8 -0.1 0.1 -0.63
H -1.4465 -1.6490 -1.9485 -0.2 -0.2 0.3 0.36
H 0.0535 -1.2002 -2.6631 0.2 0.0 -0.1 0.82
O -3.4439 1.0098 0.8830 0.8 -0.6 -0.6 -0.64
C -0.4684 -1.2376 -1.7156 0.9 0.4 -0.5 -1.25
H 3.5039 -0.3920 2.9458 -0.1 0.0 0.2 0.45
H -2.1694 -4.0721 -0.3218 0.2 -0.2 0.0 0.36
I -0.2557 1.4336 -2.9921 0.2 0.0 -0.2 0.34
F 0.5170 -4.1963 -0.3130 0.0 0.2 -0.2 -0.26
H 1.5369 2.7690 1.7277 -0.1 0.1 0.5 0.35
O 0.2882 -2.0746 -0.8267 -0.8 -0.3 0.0 -0.17
F 1.9162 -3.3124 -1.6935 -0.3 0.1 -0.1 -0.29
F 1.4993 5.9098 -5.4717 0.2 -0.5 -0.5 -0.34
C 3.5626 -0.3625 -0.3654 1.7 -0.3 -0.6 -0.81
H 1.6595 3.8200 -0.5720 0.2 0.1 -0.7 0.32
C -2.7172 -2.6441 3.8447 -0.1 0.4 0.5 -1.21
H -2.0028 -3.3934 4.1761 0.1 -0.2 -0.3 0.30
C -1.0791 0.3240 1.1595 -2.9 0.9 0.6 -0.07
H 1.2045 0.2340 2.5458 -0.2 0.0 0.0 0.57
F 3.4950 4.0178 -4.5883 0.2 0.4 -0.6 -0.34
C -2.5936 -3.7998 0.6392 0.1 0.7 -0.2 -1.50
O 1.4463 2.8906 -0.7599 0.2 -0.4 0.9 -0.28
H -3.5924 -4.2234 0.6871 -0.1 -0.2 0.1 0.37
P 0.1840 2.5368 0.1412 -0.8 1.0 -0.3 0.96
N -2.0579 0.5035 -0.9437 -0.3 -0.7 0.8 0.18
H -1.9711 -4.1901 1.4383 0.0 -0.2 0.0 0.32
C -0.6498 0.2199 -1.1955 -1.0 0.2 -0.6 -1.44
P 2.2266 5.0254 -4.2860 -0.1 0.1 -0.1 1.01
H -2.8280 -1.8662 -0.2804 0.2 0.2 0.0 0.48
P -1.3269 -1.4911 1.6913 1.7 -1.1 0.3 -0.26
H 5.0414 -0.7546 1.1062 0.2 -0.1 0.1 0.40
C -2.7053 -2.2597 0.7229 -0.7 0.0 0.4 -0.71
C 1.4215 0.2266 0.4295 -1.6 -0.3 -0.5 -0.45
O 0.6051 3.0240 1.6231 0.8 -0.6 -0.6 -0.58
H -3.4152 -3.0500 3.1205 0.1 -0.2 -0.2 0.32
F 3.3320 6.2353 -4.4693 -0.2 0.3 0.7 -0.34
H -2.7319 0.0959 -1.5745 -0.1 0.5 -0.2 0.45
C -2.0571 -1.3334 3.3863 -0.7 -0.4 -0.6 -0.56
C 3.1461 -0.2860 1.9315 1.2 -0.2 1.8 -0.73
C -2.3852 0.6741 0.3861 0.5 0.1 0.0 -0.49
C 0.6285 -3.2857 -1.2915 0.4 -0.2 0.3 0.84
H -2.8269 -0.5667 3.3934 0.1 0.3 0.1 0.38
C 1.8628 0.0718 1.7056 -1.3 0.3 1.1 -0.67
C 0.0039 0.6725 0.1352 1.2 0.4 0.1 3.61
F 1.4354 3.7447 -4.9809 -0.3 -0.4 0.6 -0.33
O -1.0373 3.2273 -0.2514 -0.8 -0.1 0.3 -0.78
C 4.0144 -0.4941 0.9124 1.2 -0.3 0.0 -0.82
C 2.2888 -0.0070 -0.5919 -0.7 0.2 -1.8 -0.13
```
Forces are in eV/Å.

Summary:
E_HOMO: -6.36 eV
LUMO: 2.1475 eV
HOMO-LUMO gap: 8.51 eV
Total charge: -1
DFT total energy: -91141.009 eV

# 2
Entry from the Open Molecules 2025 dataset: the molecule C6H8N2O2 in a non-equilibrium geometry (ωB97M-V/def2-TZVPD).

```
18
Properties=species:S:1:pos:R:3:forces:R:3:mulliken_charge:R:1
N 0.4848 -2.1689 1.0677 0.3 -0.3 -0.3 -0.49
C 0.7033 2.0983 -0.1854 -0.6 2.2 0.0 -0.67
C 0.3337 0.9048 0.6307 1.1 -0.3 -1.8 -0.27
C -0.2875 -0.2188 -0.1445 -0.2 1.3 1.1 0.03
C 1.8140 1.3500 0.4474 1.4 -1.0 0.6 -0.41
H 0.6059 1.9686 -1.2383 0.0 -0.3 -0.7 0.27
H -0.1671 1.0119 1.5331 -0.5 0.7 1.8 0.46
O -2.8472 -1.3828 -2.0284 -1.5 -0.8 -1.2 -0.61
O -1.2799 -2.1253 -0.6507 1.9 -2.1 2.0 -0.37
C -0.2761 -1.5111 0.1568 -0.7 1.6 -1.3 0.25
H 2.5603 1.7629 1.2709 -2.2 -0.9 -1.6 0.26
H -1.7528 0.9203 -1.1431 -1.0 1.5 -0.7 0.16
N -1.3968 0.0353 -0.9882 2.4 -2.9 1.1 -0.05
H 0.2122 -2.1295 2.0286 -0.4 0.2 0.4 0.22
H 2.3150 0.6430 -0.2639 -0.2 0.9 0.8 0.22
H 0.5297 -3.1025 0.7698 0.6 -1.7 0.0 0.30
H 0.3762 3.1526 0.0400 0.6 -1.3 0.4 0.27
C -1.9275 -1.2088 -1.3023 -1.0 3.2 -0.6 0.42
```
Forces are in eV/Å.

Summary:
E_HOMO: -8.16 eV
LUMO: 0.7425 eV
Energy relative to the best compared isomer or geometry (same formula, charge and spin): 46.2 kcal/mol
HOMO-LUMO gap: 8.90 eV
SMILES: Nc1oc(=O)[nH]c1C1CC1
DFT total energy: -13425.372 eV

# 3
Entry from the Open Molecules 2025 dataset: the molecule C3H7NOS in a non-equilibrium geometry (ωB97M-V/def2-TZVPD).

```
13
Properties=species:S:1:pos:R:3:forces:R:3:mulliken_charge:R:1
N -0.9033 1.1931 0.0887 2.4 2.2 2.8 -0.57
H -2.5600 -0.2064 -1.3949 1.1 0.1 0.6 0.24
O -0.5975 0.0419 -0.5225 -1.6 -2.1 -1.1 -0.01
H -2.4164 -1.0386 0.0680 0.1 -0.1 2.0 0.35
H 0.2090 2.5176 1.2519 -0.8 1.3 0.2 0.41
C 0.2159 1.7067 0.5824 -2.8 -1.5 -1.4 -0.10
C -1.8059 -0.7253 -0.7286 -0.8 2.4 -2.1 -0.67
H 2.9010 -0.7044 0.6818 0.2 -0.5 -0.2 0.31
H -1.5444 -1.5532 -1.2891 1.0 -1.8 -0.9 0.30
C 1.8841 -0.5351 0.3460 -1.0 -0.9 1.6 -0.64
S 1.8172 1.2253 0.3070 1.4 0.6 -0.4 -0.11
H 1.1932 -0.8692 1.1712 0.8 0.1 -0.8 0.24
H 1.6071 -1.0524 -0.5620 0.2 0.1 -0.2 0.23
```
Forces are in eV/Å.

Summary:
E_HOMO: -8.46 eV
LUMO: 0.7690 eV
Energy relative to the best compared isomer or geometry (same formula, charge and spin): 82.6 kcal/mol
HOMO-LUMO gap: 9.23 eV
SMILES: CO/N=C\SC
DFT total energy: -17594.346 eV